91
Properties=species:S:1:pos:R:3 method="wB97M-V/def2-TZVPD" homo_lumo_gap_ev="6.45 / 6.72" s_squared=0.75 charge=+1 e_lumo_ev="-4.84 / -4.92" homo_ev="-11.3 / -11.6" spin_multiplicity=2
Zr 0.51524 2.81050 1.44173
Br 1.95953 -3.49700 -5.57607
Br 2.44253 -0.71726 -4.13866
Br 2.68929 -3.65906 -2.44856
Br -2.37743 -1.27629 -4.28158
Br -5.28563 -1.72753 -2.61009
Br -2.42212 -3.10097 -1.67098
F 1.83213 5.37813 -3.82077
F 3.20378 5.12640 -2.25385
F 2.40547 3.37092 -3.23696
O 0.29579 0.88804 0.39581
O -0.32820 4.48086 -2.00841
O 4.26538 1.01667 0.56253
O -3.21673 2.13803 -1.18855
O 1.16188 3.75739 -0.52469
N 2.64147 -0.59509 2.30043
N -1.53728 3.28935 0.62502
C -0.14053 0.02851 -0.65104
C 0.15447 0.66587 -2.01056
C -0.99284 5.35820 -2.86515
C 0.54794 -1.33603 -0.42646
C -3.99082 1.94116 -2.36671
C 1.27864 -4.35585 4.00201
C 0.50898 -3.28420 3.13754
C 4.50657 1.57581 -0.73361
C 4.29305 -2.38845 1.99888
C 1.67438 -2.57604 -3.85610
C -2.39028 4.76725 -3.05527
C 1.03969 4.61807 -1.62210
C 0.53892 -4.71716 5.36385
C -3.27072 -1.53880 -2.53484
C -3.40786 3.43443 2.30165
C -0.84299 -3.74502 2.46030
C -2.36933 -5.58997 1.66695
C -2.80441 2.67551 1.10537
C -3.84013 2.66912 -0.05262
C 2.10542 4.60858 -2.77908
C 4.26254 -0.41562 0.56990
C -0.96573 -5.20268 2.00244
C 4.01718 -0.89816 1.97315
H -4.32654 3.63942 -0.15272
H 0.00296 -2.07501 -1.01384
H 2.07602 -1.30327 1.85452
H 1.13314 5.64892 -1.28045
H 1.60857 -5.21585 3.41921
H -3.33100 1.63133 -3.17710
H 5.20992 -2.59986 1.44866
H 5.51012 1.47265 -1.14634
H -0.24818 0.08602 -2.84107
H 1.16895 -5.39701 5.93741
H 4.26221 -2.81829 3.00008
H 2.27051 -4.00616 4.28839
H -2.79734 -4.79802 1.05236
H -0.90887 6.36960 -2.46753
H -2.99101 5.44126 -3.66595
H 0.31698 -3.85197 5.98859
H -2.60596 1.61706 1.27391
H -4.30554 2.99197 2.73351
H -1.66252 3.05174 -0.34860
H 2.53614 -0.95519 3.23816
H -1.12201 -3.13596 1.60047
H -2.46951 3.82565 -3.59860
H 1.20391 0.80871 -2.26817
H -2.40435 -6.55599 1.16327
H -4.33555 2.91540 -2.71329
H -2.68728 3.45674 3.11919
H -0.38571 -5.25223 5.14736
H -1.77582 4.26648 0.53335
H 4.32772 2.64364 -0.60768
H -4.87908 1.31770 -2.26466
H -0.26605 -5.38557 1.18690
H -1.22724 -0.02585 -0.58635
H -0.58347 -5.81222 2.82123
H -4.69352 2.09963 0.31551
H -2.99933 -5.67872 2.55201
H -0.46277 5.42105 -3.81549
H -3.58940 4.44902 1.94704
H 4.70628 -0.36413 2.62740
H -1.59180 -3.49734 3.21266
H 1.47125 -1.35310 -1.00551
H -3.03298 -0.75390 -1.81685
H -2.85650 4.74498 -2.07026
H 5.23664 -0.61577 0.12361
H 1.21825 -2.92818 2.39036
H 0.34819 -2.40448 3.76070
H 3.52061 -0.87157 -0.08566
H 3.54104 -2.90419 1.40174
H 0.63502 -2.59351 -3.52819
H -0.32717 1.64238 -2.06101
H 3.71685 1.28303 -1.42550
H 0.68797 -1.64864 0.60832

95
Properties=species:S:1:pos:R:3 method="wB97M-V/def2-TZVPD" de_lowest_kcal_mol=0.0 homo_lumo_gap_ev=9.71 e_lumo_ev=0.12 smiles="O=S1(=O)OCCO1.O=S1(=O)OCCO1.CNC(C)=O.CNC(C)=O.CNC(C)=O.CNC(C)=O.CNC(C)=O.C1CCOC1" homo_ev=-9.6
S 6.44941 2.32066 2.88872
S -5.58649 1.93950 0.37299
O -6.83758 2.06856 -0.30663
O -4.05205 -1.38919 -5.31686
O -0.82847 1.22805 -3.43945
O -5.02128 0.41457 0.39759
O -5.82772 1.99860 1.97773
O 1.49485 0.21259 1.01488
O 5.58421 3.13514 1.75858
O 5.56617 0.94311 2.61117
O 7.82607 2.21071 2.51872
O 6.09165 2.82137 4.22766
O 5.67527 -3.44073 -3.11278
O -3.39203 -0.35490 4.19946
O 1.71697 -0.82105 5.55150
O -4.51425 2.85005 0.07582
N 0.71410 0.02245 3.69314
N -1.91120 -1.01174 5.80682
N -0.16385 0.56888 -0.48549
N -4.05488 -1.69005 -3.07403
N -0.11844 3.05625 -4.52822
C -2.19977 0.04445 6.78136
C 4.23256 2.77574 1.84567
C 0.35669 1.35156 4.20294
C -5.99470 0.71027 2.54652
C -0.70211 1.02181 -5.79689
C -0.52291 1.78690 -4.49454
C -1.28594 0.77170 0.39616
C -2.53205 -1.11055 4.61287
C -3.20545 -0.55704 -2.68404
C -5.32179 -3.23995 -4.47307
C 1.38451 -0.92886 4.37314
C 4.86902 -1.28937 -3.67717
C -2.19480 -2.25308 3.67640
C 1.71127 -2.18733 3.59190
C 6.50037 -2.86445 -4.15046
C 2.01857 0.37493 -1.34429
C 5.61879 -1.85193 -4.88581
C -4.46895 -1.96200 -4.32264
C -5.10379 -0.19506 1.66215
C 4.58830 -2.52183 -2.84040
C 0.03297 3.84053 -3.29892
C 1.09795 0.29996 -0.14680
C 4.19053 1.32489 2.46632
H -3.03028 0.09386 -3.53955
H -0.99180 -1.37838 6.00521
H -0.83409 3.78212 -2.64566
H 3.64679 3.43321 2.49240
H 3.64147 -3.02089 -3.05582
H 3.03928 0.52743 -0.98754
H -1.18324 0.09320 1.24697
H 6.21772 -1.22058 -5.53946
H -4.36487 -2.31398 -2.34898
H 0.79019 -2.70035 3.30851
H 7.06986 -3.57403 -4.75491
H -1.32071 1.80929 0.72276
H 2.06037 -0.59829 -1.83612
H 2.21600 -1.96133 2.65243
H -1.76453 -1.96777 2.71782
H -0.31942 0.74407 -1.46865
H 0.47680 4.79007 -3.58954
H 4.86358 -2.36277 -5.48594
H -3.09732 -2.85709 3.61702
H -0.70145 1.39571 4.46960
H 0.87508 1.46131 5.15513
H -7.02422 0.34665 2.51285
H -6.15713 -2.76943 -5.00970
H 0.84935 3.41723 -2.70294
H -1.61513 1.28122 -6.33378
H 3.71907 1.26785 3.44595
H -3.57960 -0.01137 -1.82472
H -4.90185 -3.89541 -5.22878
H 1.80327 1.19957 -2.01890
H 0.16499 1.28395 -6.40724
H 0.52615 -0.15350 2.71445
H -1.37671 -2.85723 4.08361
H -5.56559 -1.15428 1.41540
H -2.18165 -0.93309 -2.61390
H 2.29881 -2.81740 4.25381
H 3.71700 0.60845 1.79911
H 4.53495 -2.23983 -1.78704
H 0.59548 2.10691 3.45845
H -5.71627 0.79525 3.59358
H 3.83899 2.93933 0.84283
H 3.97142 -0.79670 -4.05742
H -0.00164 3.60605 -5.36141
H 5.43799 -0.54115 -3.12525
H -0.78184 -0.04966 -5.63564
H -2.18478 0.37161 -0.06881
H -1.29477 0.42849 7.24325
H -2.79865 -0.41392 7.57406
H 7.34783 -2.41143 -3.62090
H -4.11255 -0.39405 2.06464
H -2.88630 0.76707 6.34277
H -5.79572 -3.58016 -3.55569

84
Properties=species:S:1:pos:R:3 method="wB97M-V/def2-TZVPD" de_lowest_kcal_mol=0.0 homo_lumo_gap_ev=7.74 charge=+1 e_lumo_ev=-2.79 homo_ev=-10.5
O 0.03797 3.56255 3.95795
O -1.77246 0.39086 -1.12980
O 4.14989 4.99686 5.65642
O 1.14492 -3.98496 -7.44958
N 1.24518 -3.86100 -4.58595
N -1.76205 -4.05250 -1.70865
N -1.78274 -2.89580 -3.67963
N -1.96044 2.68734 2.06566
N -0.69391 -1.97032 -1.82922
N 2.75936 2.47978 5.90725
C -0.47175 4.12075 5.16033
C -2.73322 1.97638 4.26172
C -0.44183 0.42704 -1.60752
C 0.81091 -5.12015 -6.68262
C 1.42837 -5.14383 -5.27938
C 5.04384 1.94720 5.25207
C -2.78797 0.52902 -2.10220
C 2.38626 -4.05021 -8.13503
C -5.21685 -0.02203 -2.28793
C -0.15567 -0.78699 -2.50728
C -6.64595 -0.15229 -0.36372
C 0.44320 0.42479 -0.35093
C 2.90507 -5.51715 -5.24866
C 3.76438 2.67923 4.86017
C -4.13564 0.30382 -1.47348
C 5.46443 5.04987 6.17774
C -6.46726 -0.24508 -1.73467
C -4.31800 0.41006 -0.10431
C -1.40718 -2.92308 -2.41322
C -1.61604 1.86437 3.22973
C -0.22000 2.18344 3.77995
C -5.57266 0.18166 0.44806
C 3.96968 4.16325 4.53116
H -3.63310 1.48417 3.89359
H -3.49874 0.68826 0.54752
H -2.45108 1.50703 5.20539
H -2.66584 -0.21130 -2.90531
H 5.34738 2.18836 6.27058
H -7.30312 -0.50426 -2.37093
H -2.99384 3.01535 4.45949
H -0.43036 3.40370 5.98589
H 0.25528 -3.65416 -4.51028
H 6.21035 4.97830 5.38035
H 1.04590 -6.04084 -7.23059
H -2.06126 -3.76318 -4.11135
H -1.81660 -2.06243 -4.24210
H -2.73878 1.51976 -2.57049
H 0.14874 4.98004 5.41246
H -0.56829 -0.64709 -3.50377
H 3.38361 2.21104 3.94579
H 3.21338 -3.70040 -7.51344
H 5.57691 6.01098 6.67724
H -2.75240 -4.09129 -1.49036
H 5.64628 4.26039 6.91102
H -0.27861 -5.08107 -6.57447
H -1.27378 2.52889 1.33319
H 3.06091 4.52753 4.04427
H 1.61162 -3.13344 -5.19513
H 3.02586 3.05771 6.70018
H 2.31022 -3.39853 -9.00333
H -0.02402 1.63202 4.70878
H 0.88360 -5.90752 -4.71464
H 5.86703 2.19784 4.58042
H -1.20937 -4.16265 -0.86686
H -0.20474 0.18416 0.49583
H 2.59571 -5.06766 -8.47539
H 3.53560 -4.69030 -5.57553
H -0.24106 1.34132 -2.17632
H 4.79889 4.29673 3.82274
H 0.92682 -0.87963 -2.60976
H 1.21944 -0.33910 -0.38535
H -1.00369 -1.76272 -0.88416
H -5.07516 -0.10235 -3.36120
H 0.52015 1.84541 3.04752
H 3.20612 -5.77191 -4.23352
H 1.88310 2.88263 5.58839
H -1.58183 0.82007 2.89677
H 3.10778 -6.37674 -5.88827
H -7.62009 -0.33630 0.06876
H -1.83007 3.66147 2.32577
H -5.68947 0.26098 1.52194
H 0.87094 1.40558 -0.16066
H -1.49786 4.47353 5.04005
H 4.88645 0.86981 5.21000

88
Properties=species:S:1:pos:R:3 method="wB97M-V/def2-TZVPD" de_lowest_kcal_mol=0.0 homo_lumo_gap_ev=8.98 e_lumo_ev=0.13 smiles="c1cc[nH]c1.O=C1CCCO1.O=C1CCCO1.O=C1CCCO1.CO.CO.CO.CO.CO.CO.CO" homo_ev=-8.8
O -2.53445 0.19972 -2.40064
O -1.88643 -4.97503 -0.48558
O 3.28474 1.08865 0.52872
O 1.56414 -2.43807 2.81616
O 1.88900 0.39405 2.85814
O 3.73434 -0.43013 -1.03966
O 0.97448 0.09288 -4.83987
O 0.75491 -3.62057 -0.57243
O 3.74323 4.29480 -1.05838
O -5.51808 -4.10424 2.50186
O -5.50080 -1.92279 2.99263
O -0.64169 -1.15760 -0.90695
O 2.67637 2.92274 -2.44970
N -3.80011 2.97756 2.41373
C 2.14395 -3.70450 -0.81720
C 0.00526 -0.50944 0.19519
C 0.44288 3.22040 -1.80450
C -3.16932 4.06999 2.95166
C 4.83732 -0.76608 -1.90906
C 4.03095 0.67851 -0.32539
C -2.50768 -4.41557 -1.62147
C 1.29989 4.29049 -1.13633
C -4.90054 -3.09615 2.66584
C 5.32955 1.27842 -0.78039
C 1.62485 1.69266 3.36944
C -2.90207 2.26953 1.66815
C -2.75897 1.54341 -2.79754
C 2.71606 3.89517 -1.51683
C -1.67002 2.82261 1.85572
C 0.30122 -3.02896 3.02655
C -3.39681 -2.90048 2.62832
C -1.83600 3.97575 2.67382
C 1.34274 2.74778 -2.93620
C -3.27164 -1.39053 2.48505
C 5.63323 0.52925 -2.08178
C 0.88250 -0.61952 -3.59508
C -4.55823 -0.85215 3.11279
H -2.08904 2.20184 -2.25064
H -2.38641 -3.32677 -1.67086
H 0.63414 -1.22587 0.72764
H -2.96356 -0.40594 -3.01001
H 0.20661 -3.90327 2.38611
H -0.75124 2.42312 1.45814
H 6.05197 1.06105 0.01110
H 0.22693 -1.48419 -3.68741
H 5.33052 1.07033 -2.97457
H -2.35586 -0.96382 2.89488
H -4.90110 0.02112 2.55905
H -0.52304 -2.34271 2.78900
H 0.92165 1.64426 4.20105
H -3.56480 -4.67908 -1.63713
H 2.21607 0.56302 1.96087
H 1.05911 5.28250 -1.51823
H -1.07094 4.65657 3.00529
H -2.89630 -3.43025 1.82481
H 2.43950 -4.74534 -0.93894
H 5.42047 -1.56888 -1.45831
H 2.52499 2.11405 3.83779
H -0.74985 -0.07062 0.84984
H 0.73842 0.23941 -0.13744
H -3.04993 -3.26449 3.60014
H 4.44629 -1.09817 -2.86796
H 0.14272 -3.29522 4.07943
H -3.22769 -1.13443 1.42206
H 2.69652 -3.34090 0.06027
H 1.16874 4.29742 -0.05787
H -3.66381 4.72211 3.65293
H -1.25859 -0.49680 -1.26071
H 0.74683 -0.51370 -5.54753
H 0.46655 -2.72333 -0.78319
H -1.18438 -4.38111 -0.19915
H 2.45048 -3.11314 -1.68307
H 1.28883 2.36505 2.58125
H 0.50848 0.07036 -2.84490
H -2.49835 1.67970 -3.85472
H 1.86415 -0.96620 -3.26613
H -0.50825 3.59668 -2.18606
H -3.18070 1.40349 1.09067
H 1.50388 -1.50903 3.08824
H 1.17532 1.72022 -3.25567
H 0.16568 2.41455 -1.12272
H -4.45331 -0.55987 4.15826
H -3.80322 1.83344 -2.67423
H 1.23098 3.34687 -3.84618
H -2.06740 -4.78810 -2.56030
H 5.25410 2.35477 -0.91231
H -4.79495 2.85751 2.45726
H 6.70400 0.33923 -2.15862

80
Properties=species:S:1:pos:R:3 method="wB97M-V/def2-TZVPD" homo_lumo_gap_ev=7.04 charge=-1 e_lumo_ev=2.90 homo_ev=-4.1
Cl -0.20475 -1.07704 1.58475
O 1.59456 0.94074 -5.56855
O -4.24914 0.96949 4.78254
N 0.32318 1.19240 0.02763
C 3.28470 -0.82079 -2.75073
C 3.34094 4.55840 -0.62146
C 2.72901 -0.74342 -4.18586
C -5.23626 0.03696 5.16387
C -1.44822 -0.92876 -1.63968
C -1.71786 1.40705 1.74295
C 3.60476 -2.88523 -1.16809
C -0.02324 -4.18575 -1.93505
C -3.06332 0.97900 5.55804
C 4.07603 -2.11903 -2.41936
C -1.78071 -2.40287 -1.39364
C -2.32391 -0.34754 5.58788
C -1.26356 -3.42278 -2.41866
C 0.47109 1.47605 -4.88640
C -5.76107 0.22641 6.57910
C 2.49335 -3.92004 -1.45265
C 1.64045 3.20936 0.78718
C 3.12590 3.50703 0.49552
C -1.97074 -0.06877 -0.45726
C 2.72712 0.69032 -4.75352
C 1.28836 1.70825 0.98737
C -1.98808 2.81869 1.21091
C 1.17702 -3.25420 -1.85878
B -0.88962 0.48366 0.64638
H -0.23316 -4.65383 -0.97086
H -2.27628 2.78494 0.15678
H 0.94279 1.56423 2.01181
H 1.30560 -2.83525 -2.85537
H 5.11217 -1.82670 -2.22804
H -2.92208 -1.13797 6.04647
H -0.97010 -2.89250 -3.33350
H 4.47086 -3.43584 -0.78252
H 0.65387 1.61450 -3.82058
H -2.05233 -4.12214 -2.70370
H 3.60070 0.81706 -5.39629
H -1.35146 -2.66276 -0.41995
H -0.38395 -0.77457 -1.82649
H 3.58236 5.52668 -0.18424
H -4.98079 0.08098 7.32734
H 4.06864 -2.77649 -3.28910
H 3.29199 -1.41719 -4.83357
H 2.43562 -0.77102 -2.06878
H -2.65157 -0.71832 0.09915
H -4.87331 -0.98778 5.02341
H 1.68772 -1.06323 -4.21164
H -3.28193 1.32060 6.57862
H 3.29757 -2.20482 -0.37269
H 0.18739 2.42945 -5.33895
H -2.68602 0.92667 1.91412
H -2.86210 -2.48489 -1.27828
H -2.79025 3.30524 1.77212
H -1.99068 -0.62922 -2.54664
H -6.55505 -0.49381 6.78368
H -1.18572 1.44409 2.69838
H -2.06408 -0.66677 4.57822
H 2.45648 4.65686 -1.24823
H 1.38788 3.74318 1.70696
H 0.99446 -2.42974 -1.16719
H -2.42916 1.73761 5.10011
H 0.20242 -4.96639 -2.67017
H -1.40396 -0.24962 6.16564
H 0.05760 1.91002 -0.63186
H 3.66004 2.58795 0.25414
H 3.59684 3.90471 1.39575
H -1.09698 3.44738 1.25873
H 4.16224 4.28130 -1.28491
H -6.16171 1.23368 6.70531
H 2.23324 1.15467 0.90868
H 2.78233 1.39404 -3.92096
H 1.00672 3.62384 0.00370
H 3.88706 0.06210 -2.53299
H 2.33322 -4.52867 -0.55849
H -6.05254 0.17874 4.45447
H -2.57563 0.74799 -0.86580
H 2.85660 -4.57468 -2.24992
H -0.37953 0.79808 -4.99633

| no. | E (hartree) |
| --- | --- |
| 1 | -17182.991425 |
| 2 | -3030.457750 |
| 3 | -1536.181138 |
| 4 | -1939.765156 |
| 5 | -1597.892684 |